(1)
41
Properties=species:S:1:pos:R:3:forces:R:3:lowdin_spin:R:1 method="wB97M-V/def2-TZVPD" relative_energy_kj_mol=0.0 spin_multiplicity=6 orbital_gap_ha="0.26848 / 0.26829" total_charge=+4 energy_ev=-69638.610
O 1.1064 2.5445 -2.4146 0.5450 -0.1551 -0.1456 0.000
H 0.9464 2.1304 -3.2773 -0.0814 0.3257 -0.3009 0.000
H 0.5832 2.0939 -1.6254 -0.6546 -0.2413 0.8290 0.000
H 2.0626 2.4770 -2.2382 0.1249 0.5575 -0.1373 0.000
O 1.6184 -2.5560 -1.9584 -0.0188 0.1852 -0.3961 0.000
H 2.5105 -2.2938 -1.6809 0.2317 -0.3691 -0.0979 0.000
H 1.5854 -2.5048 -2.9334 0.2071 -0.6310 -0.1397 0.000
H 0.9039 -1.8631 -1.5839 -0.3909 0.4223 0.6060 0.000
O -1.4005 -0.6780 -3.3788 0.2318 -0.0402 0.4538 0.000
H -2.2064 -0.1372 -3.2784 -0.2568 -0.1725 -0.4607 0.000
H -0.9529 -0.8191 -2.4651 0.0736 -0.1411 0.6425 0.000
H -0.7529 -0.2575 -3.9682 -0.3454 0.0168 -0.5923 0.000
O 3.5779 0.2061 0.7953 0.2515 -0.0780 -0.0880 0.002
H 3.8366 0.9844 0.2729 0.3399 0.1056 0.2036 0.000
H 2.5477 0.1357 0.9687 -1.1785 -0.0210 0.0570 0.001
H 3.8876 -0.6097 0.3696 0.5377 0.0064 0.1929 0.000
O -2.6365 2.3716 -0.1962 1.0091 0.3705 0.4257 0.000
H -3.0514 1.9553 -0.9663 -0.6235 0.2744 0.0179 0.000
H -1.6573 2.0818 -0.1392 -0.0828 -0.1228 -0.1177 0.000
H -2.6082 3.3516 -0.2481 -0.6727 0.1208 -0.0444 0.000
Mn -0.1192 -0.7946 2.5732 0.1435 -0.5159 1.9972 4.749
P -0.0848 0.0855 0.0564 0.1069 0.3146 1.2568 0.013
O -0.0050 -0.8760 -1.1574 0.3630 0.3483 -0.7096 0.004
O -0.1326 1.5857 -0.4500 -0.4912 -1.7968 -0.4395 0.004
O 1.1060 -0.1020 1.0832 0.8832 0.4071 -2.0484 0.062
O -1.2614 -0.3170 0.9921 1.2643 1.1137 -1.4356 0.059
O 1.5552 -0.9687 3.9017 0.0231 -0.2765 -0.1463 0.041
H 2.2781 -0.4428 4.2728 -0.2350 0.3004 0.1993 0.002
H 1.7605 -1.8799 4.1552 0.0075 -0.0062 0.2199 0.002
O 0.2807 -2.8355 2.1192 0.2168 -0.2310 -0.2327 0.049
H 0.3802 -2.9964 1.1743 -0.2130 -0.2218 -0.0394 0.002
H 0.4299 -3.7009 2.5320 -0.2723 -0.0063 0.2615 0.004
O 0.6850 3.0766 1.7040 -0.1088 -0.4441 -0.1113 0.002
H 1.6427 3.0085 1.7681 0.0176 0.3334 0.2242 0.000
H 0.4294 2.5027 0.9683 0.3016 0.4404 0.3062 0.000
O -3.8189 0.1176 1.7511 0.3600 0.1542 -0.1668 0.002
H -3.6797 0.6746 2.5256 -0.3100 0.0078 0.0808 0.000
H -2.9396 -0.1864 1.4898 -0.7567 0.1467 0.3061 0.001
O -2.9018 -1.8898 -0.4293 0.8046 0.1385 -0.4276 0.001
H -3.2701 -1.3255 -1.1152 -0.5804 -0.1614 0.1827 0.000
H -2.2350 -1.3490 0.0308 -0.7716 -0.4584 -0.1855 0.000

(2)
37
Properties=species:S:1:pos:R:3:forces:R:3:mulliken_charge:R:1 method="wB97M-V/def2-TZVPD" relative_energy_kj_mol=636.1 orbital_gap_ha=0.31875 total_charge=+1 energy_ev=-24964.438
O 0.1890 0.0925 -1.6270 0.0352 -2.8618 -3.5800 -0.740
H -0.0566 -2.2241 -0.1148 0.8139 0.2550 2.5724 0.453
H -0.0046 -0.7277 -2.3140 0.5342 3.3717 2.2585 0.372
O 0.7661 1.6915 4.4067 -1.2533 -1.7424 -1.4251 -0.587
H 0.2883 1.2554 3.6374 2.0202 1.4757 -0.5426 0.294
H -0.7404 2.2170 1.9819 0.4372 2.7588 -0.6232 0.380
O 2.2635 -1.0373 -1.0245 0.1906 -2.9613 -1.2709 -0.555
H -1.0486 -4.2794 -0.7317 1.5627 1.7474 3.6132 0.353
O -3.2474 1.6086 0.1978 0.1254 0.4286 -0.3002 -0.498
H 1.9359 -0.5474 -1.8091 0.3297 0.1902 0.7309 0.418
H -3.4530 0.9135 -0.4266 -0.4626 0.1330 0.6186 0.248
O -2.2619 -0.4805 -1.2370 0.3129 0.3882 0.2061 -0.669
H -2.6778 0.3414 -1.5254 0.5053 0.1153 -0.9801 0.307
H -2.9031 -1.1495 -1.3712 -0.9745 -1.1346 -0.2117 0.275
O 1.1030 2.4541 1.5643 1.9454 2.1086 0.8217 -0.627
H 1.7686 3.1999 1.9088 -2.1887 -2.6305 -1.5181 0.292
H 1.2176 2.2945 0.6166 0.6553 0.5696 0.2057 0.319
O -1.1645 1.5805 2.5135 -0.0164 -2.8045 -0.1829 -0.651
H 1.3568 -1.0811 -0.2370 0.9353 -0.8099 0.0798 0.546
H 1.2593 -4.2001 -0.3826 0.8126 3.2272 1.7234 0.297
O 0.5684 -1.7431 0.5209 -0.7901 2.7085 -1.5123 -0.587
H 0.6310 -1.9681 1.4552 -0.2126 -0.3551 -0.4287 0.294
H -0.0346 1.3533 4.8070 -0.3672 0.6241 2.6254 0.286
O -0.5531 -3.7636 0.0946 -2.5076 -2.5377 -5.1485 -0.670
H -0.6473 0.0553 -1.1782 -0.9893 0.0941 0.6747 0.389
H -0.8379 -4.1537 0.9047 -0.6559 -0.6977 0.9017 0.271
O -2.2144 2.1072 -2.7645 2.1095 1.0029 2.3826 -0.675
H -1.2404 2.0470 -2.4010 -2.7093 0.1827 -1.1868 0.327
H -2.5836 2.8729 -2.2236 0.5729 -1.3740 -0.9996 0.354
O 2.0011 -3.5211 -0.0091 -0.4088 -5.9265 -3.2122 -0.569
H -3.8998 1.5114 0.8884 -0.1837 0.0939 0.4330 0.260
H 2.5610 -4.3146 -0.2968 1.1129 1.8296 1.0651 0.337
O 3.1412 2.6958 -1.4063 -8.0717 -3.7109 1.9104 -0.514
H -0.5529 0.9106 2.1210 -1.1565 -0.3956 0.6382 0.286
H 3.9842 2.6854 -1.3557 8.9207 0.5603 0.1552 0.240
H 2.3442 -2.0631 -1.3322 -0.0395 2.9654 1.5383 0.455
H 2.7426 3.3665 -1.8505 -0.9440 3.1117 -2.0318 0.291